1.
Density functional theory data (wB97M-V/def2-TZVPD) for a cluster of 2 separate species, C3H4F3NO in total.

Each line ends with the natural charge from an NBO analysis.
Element x y z (Å)
C -1.5089 -0.9072 -0.1103  0.087
C -2.7404 -0.7398 -0.0340  0.054
C -3.8537 0.1809 0.0259  0.941
N 0.8126 0.1069 0.6430  -1.062
O -2.4480 -1.8477 -0.8648  -0.527
F -4.6998 -0.0322 1.0690  -0.334
F -3.4904 1.4593 0.1860  -0.319
F -4.6575 0.1939 -0.9812  -0.289
H -0.3977 -0.8995 0.1932  0.296
H 0.5198 1.0809 0.4409  0.382
H 1.7665 -0.1215 0.1665  0.394
H 0.8816 0.1859 1.6296  0.377

## Properties
- SMILES string = FC(F)(F)C1=CO1.N
- HOMO (eV) = -8.46
- energy above the lowest of the compared OMol25 structures with the same formula, charge and spin (kJ/mol) = 423.8
- orbital gap (eV) = 8.8924

=====

2.
Density functional theory data (wB97M-V/def2-TZVPD) for the molecule C4H5FS.

Each line ends with the natural charge from an NBO analysis.
Element x y z (Å)
C -0.0702 -0.0508 1.3025  -0.657
C 0.0639 0.1709 -0.1397  -0.149
C -0.1028 1.2666 -0.9762  0.298
C 0.5329 -1.0618 -0.8904  -0.210
H -0.6324 0.8730 1.9385  0.224
H -0.9668 -0.7400 1.3981  0.253
H 0.7369 -0.4512 1.8279  0.243
H 0.0596 1.1754 -1.9668  0.172
H 0.5739 -1.0064 -1.9432  0.191
F -0.3903 2.4567 -0.3783  -0.318
S 0.1954 -2.6323 -0.1725  -0.047

## Properties
- SMILES string = C/C(C=S)=C\F
- HOMO (eV) = -8.80
- energy above the lowest of the compared OMol25 structures with the same formula, charge and spin (kJ/mol) = 205.9
- orbital gap (eV) = 7.6253

=====

3.
Density functional theory data (wB97M-V/def2-TZVPD) for a structure of composition C46H90BBr26F6N2O4S.

Each line ends with the Löwdin charge.
Element x y z (Å)
C 7.0202 -6.9842 -0.2722  -0.074
C 7.9920 -5.8247 0.0020  -0.293
O 7.4072 -4.7814 0.7453  -0.167
C 8.4054 -4.0187 1.4205  -0.163
C 8.0912 -2.5073 1.3459  -0.194
O 7.4241 -2.0958 2.5096  -0.141
C 6.7574 -0.8718 2.3165  -0.207
C 5.4622 -1.1726 1.5151  -0.176
O 4.2783 -0.5905 2.0313  -0.136
C 3.2537 -0.7758 1.0902  -0.238
C 2.8398 -2.2601 0.9829  -0.226
N 3.4757 -2.9900 -0.1447  0.019
C 3.2887 -4.4038 0.2006  -0.101
C 1.7900 -4.8426 0.3395  -0.099
C 1.8014 -6.3277 0.6873  -0.406
F 2.7625 -6.6865 1.5602  0.136
F 0.6919 -6.8440 1.1921  0.167
C 2.1530 -7.2665 -0.5350  -0.638
F 1.7507 -8.4656 -0.1661  0.195
F 1.4969 -6.9938 -1.6150  0.164
F 3.4307 -7.3956 -0.7079  0.215
N 0.8891 -3.9119 1.0564  0.005
C 0.6914 -4.1750 2.5370  -0.068
C 1.9094 -4.5112 3.4105  -0.100
C 2.1360 -3.3312 4.4046  -0.236
F 1.1892 -3.2978 5.3886  -0.026
B -0.5967 -4.0100 0.6410  -0.501
C -1.2391 -5.0701 -0.3331  0.056
O -1.4578 -3.0662 1.1479  0.182
C 1.3193 -2.4857 0.7698  -0.162
C 0.8065 -1.8330 -0.5085  -0.128
C 1.0710 -2.5200 -1.8704  -0.248
C 1.4046 -1.4189 -2.9331  -0.563
S 1.8369 -2.1645 -4.5371  0.694
H 6.5971 -7.4207 0.6414  0.077
H 6.1884 -6.7032 -0.9334  0.060
H 7.5602 -7.8037 -0.7691  0.080
H 8.8464 -6.2472 0.5571  0.119
H 8.3596 -5.4676 -0.9715  0.123
H 9.3567 -4.1999 0.8976  0.121
H 8.4463 -4.3640 2.4617  0.137
H 9.0262 -1.9272 1.2408  0.133
H 7.5212 -2.3615 0.4147  0.127
H 7.3880 -0.1394 1.7884  0.135
H 6.4634 -0.4669 3.3092  -0.041
H 5.3687 -2.2777 1.4837  0.121
H 5.5630 -0.8408 0.4626  0.131
H 2.3768 -0.2055 1.4348  0.128
H 3.5264 -0.3777 0.0994  0.000
H 3.2447 -2.7455 1.8883  0.135
H 4.4574 -2.7676 -0.1879  0.103
H 3.6819 -4.9870 -0.6502  0.142
H 3.9283 -4.6468 1.0597  0.129
H 1.4566 -4.8139 -0.7123  0.142
H -0.0346 -5.0068 2.6226  0.147
H 0.1575 -3.3489 3.0255  0.143
H 2.8753 -4.6598 2.9299  0.100
H 1.7382 -5.3882 4.0515  0.137
H 3.1663 -3.2768 4.7667  0.132
H 1.9921 -2.4182 3.8027  0.073
H -0.5659 -5.8116 -0.7680  0.056
H -2.0433 -5.6434 0.1608  0.100
H -1.7406 -4.5167 -1.1440  0.099
H -2.3135 -3.4796 1.2145  0.122
H 0.8701 -1.8984 1.5907  0.154
H -0.2390 -1.4942 -0.4969  0.092
H 1.3307 -0.8599 -0.5931  0.106
H 0.1518 -3.0285 -2.2136  0.111
H 1.8927 -3.2371 -1.9082  0.073
H 0.5833 -0.6979 -3.0133  -0.029
H 2.2641 -0.8735 -2.5047  0.052
H 2.3791 -3.3779 -4.2123  -0.175
Br 2.3146 0.2134 5.2424  0.652
C 3.4289 1.7441 5.6859  -0.676
C 4.5852 1.8714 4.7381  -0.647
Br 5.9717 0.5662 5.1355  0.771
H 3.7345 1.6221 6.7196  0.054
H 2.7727 2.6069 5.6048  0.060
H 5.0648 2.8407 4.8523  0.064
H 4.3069 1.7285 3.6976  0.049
Br -1.4892 0.8854 1.1675  0.632
C -1.3054 2.4387 0.0070  -0.721
C -2.0851 2.2633 -1.2657  -0.730
Br -1.1901 1.0693 -2.5294  0.688
H -0.2423 2.5931 -0.1511  0.027
H -1.7050 3.2687 0.5848  0.022
H -2.1680 3.2088 -1.7938  -0.047
H -3.0769 1.8551 -1.1017  0.049
Br 3.3124 1.7853 -0.8096  0.745
C 3.0082 2.9286 -2.3612  -0.655
C 3.6550 2.3599 -3.5952  -0.688
Br 5.5799 2.6485 -3.5836  0.622
H 3.3738 3.9166 -2.1023  0.055
H 1.9262 2.9655 -2.4789  0.046
H 3.2952 2.8723 -4.4843  0.063
H 3.4959 1.2920 -3.7075  0.040
Br -4.0927 4.9245 -1.4714  0.700
C -3.2409 6.5877 -0.9251  -0.654
C -1.9169 6.7786 -1.6126  -0.716
Br -0.5382 5.6522 -0.8150  0.676
H -3.1624 6.5623 0.1571  0.054
H -3.9378 7.3704 -1.2156  0.062
H -1.5619 7.7978 -1.4801  0.057
H -1.9455 6.5452 -2.6684  -0.035
Br -1.6909 5.1161 5.6153  0.605
C -2.6933 3.5003 6.0440  -0.687
C -2.6553 2.5125 4.9102  -0.674
Br -3.8509 3.0435 3.4704  0.609
H -3.6991 3.8133 6.3041  0.052
H -2.2059 3.0879 6.9250  0.054
H -3.0187 1.5399 5.2398  0.053
H -1.6711 2.3965 4.4735  0.042
Br 1.9662 -7.3188 -7.8404  0.618
C 0.4788 -6.1997 -7.2715  -0.694
C 0.9311 -5.1310 -6.3140  -0.694
Br 1.2451 -5.8612 -4.5337  0.637
H -0.2716 -6.8604 -6.8507  0.051
H 0.0933 -5.7533 -8.1850  0.061
H 0.1541 -4.3818 -6.1798  0.051
H 1.8496 -4.6426 -6.6220  0.048
Br -4.9860 -1.6990 3.7453  0.522
C -6.6676 -0.6639 4.0342  -0.925
C -6.4012 0.5454 4.9912  -0.835
Br -6.2584 -0.0536 6.8315  0.628
H -7.4456 -1.3777 4.4210  0.006
H -6.9501 -0.3272 3.0534  -0.043
H -7.1985 1.2484 5.0003  -0.117
H -5.4805 1.0717 4.7530  -0.007
Br -8.0988 4.1707 5.5036  0.644
C -8.0444 4.7900 3.6579  -0.674
C -8.8068 3.8640 2.7508  -0.639
Br -7.7925 2.2441 2.3951  0.673
H -6.9980 4.8874 3.3871  0.043
H -8.5053 5.7752 3.6732  0.061
H -8.9638 4.3225 1.7773  0.061
H -9.7649 3.5551 3.1596  0.055
Br -0.8903 -1.9453 11.4545  0.607
C -2.0902 -2.6736 10.1054  -0.699
C -1.8967 -1.9959 8.7758  -0.694
Br -2.7188 -0.2311 8.7529  0.587
H -3.0988 -2.5749 10.4922  0.050
H -1.8332 -3.7283 10.0369  0.057
H -2.3978 -2.5522 7.9863  0.057
H -0.8534 -1.8620 8.5123  0.047
Br -0.0001 7.3564 -4.3014  0.681
C -0.5922 7.9409 -6.0621  -0.672
C -1.9352 8.6145 -5.9871  -0.671
Br -3.3674 7.3111 -5.7745  0.631
H -0.5865 7.0666 -6.7048  0.028
H 0.1681 8.6404 -6.4020  0.063
H -2.1543 9.1314 -6.9186  0.059
H -2.0195 9.3132 -5.1617  0.051
Br -5.5000 5.0652 -10.1193  0.610
C -4.6667 6.7389 -9.5765  -0.704
C -3.3346 6.9330 -10.2499  -0.679
Br -1.9561 5.8231 -9.4361  0.577
H -4.5985 6.7223 -8.4944  -0.002
H -5.3652 7.5154 -9.8810  0.059
H -2.9875 7.9564 -10.1214  0.056
H -3.3505 6.6907 -11.3070  0.053
Br -8.7519 0.1546 4.1384  0.875
C -10.6303 -0.4001 4.2850  -0.554
C -11.2385 0.0682 5.5803  -0.681
Br -10.6477 -1.0304 7.0751  0.621
H -10.6538 -1.4794 4.1662  0.058
H -11.1330 0.0640 3.4368  0.063
H -12.3208 -0.0404 5.5576  0.058
H -10.9862 1.0957 5.8232  0.051
Br 0.9877 8.1565 -10.8410  0.587
C 2.5825 7.0761 -11.1305  -0.691
C 2.2307 5.6749 -11.5550  -0.686
Br 1.6160 4.6073 -10.0469  0.586
H 3.1584 7.1113 -10.2123  0.049
H 3.1309 7.5870 -11.9186  0.058
H 3.1116 5.1577 -11.9284  0.057
H 1.4490 5.6392 -12.3061  0.053

## Properties
- HOMO (eV) = -10.15
- net charge = +1
- orbital gap (eV) = 8.3509

=====

4.
Density functional theory data (wB97M-V/def2-TZVPD) for a structure of composition C29H24F6N5O3Ti.

Each line ends with the Mulliken spin population.
Element x y z (Å)
Ti -0.3109 -0.6861 -0.1170  0.667
C -0.3539 -1.9968 -4.2421  -0.119
C -0.7584 -1.7458 -2.9504  0.261
N 0.0724 -1.1893 -2.0254  0.099
C 1.3745 -0.9467 -2.3865  0.047
C 1.8497 -1.1290 -3.7089  -0.107
C 0.9333 -1.6552 -4.6606  0.453
C 3.1843 -0.7931 -3.9930  0.058
C 3.9845 -0.2427 -3.0048  -0.017
C 3.5345 -0.1005 -1.6994  0.081
C 2.2459 -0.5281 -1.3441  0.030
N 1.6654 -0.5993 -0.0923  -0.110
C 2.2989 -0.7188 1.1036  -0.007
C 3.6648 -0.8864 1.3764  0.060
C 4.1080 -1.0203 2.6888  -0.037
C 3.2375 -1.0234 3.7598  0.081
C 1.8501 -0.9621 3.5293  -0.054
C 0.8772 -1.1139 4.5485  0.206
C -0.4576 -1.1417 4.1951  -0.100
C -0.8295 -0.9665 2.8717  0.172
N 0.0572 -0.7717 1.8775  -0.005
C 1.3867 -0.7996 2.2013  0.020
H -1.0536 -2.4458 -4.9358  -0.009
H -1.7642 -1.9682 -2.6191  0.078
H 1.2483 -1.7953 -5.6869  0.033
H 3.5709 -0.9455 -4.9938  -0.003
H 4.9925 0.0730 -3.2497  0.003
H 4.1686 0.3782 -0.9673  0.016
H 4.3779 -0.9593 0.5699  0.020
H 5.1714 -1.1366 2.8653  -0.002
H 3.6068 -1.1065 4.7748  0.001
H 1.1895 -1.2272 5.5789  0.015
H -1.2258 -1.2998 4.9412  -0.003
H -1.8685 -0.9754 2.5813  0.056
C 0.3288 2.3253 -2.4873  0.005
C 0.1188 2.2637 -0.9749  0.012
O 0.2959 3.2549 -0.2885  0.007
O -0.2591 1.1124 -0.5196  0.012
H -0.1334 3.2287 -2.8810  0.000
H -0.0887 1.4420 -2.9687  -0.004
H 1.4012 2.3664 -2.6829  0.002
N -0.0834 -7.0351 0.3305  0.004
C -0.1625 -5.6578 0.2088  0.020
C -1.3337 -4.9576 0.5003  -0.038
C -1.3384 -3.5828 0.4396  0.050
N -0.2755 -2.8349 0.1041  -0.029
C 0.8496 -3.5182 -0.1718  0.063
C 0.9477 -4.8895 -0.1416  -0.016
H -0.9584 -7.5240 0.2334  0.000
H 0.6645 -7.4628 -0.1909  0.000
H -2.2322 -5.4927 0.7816  0.000
H -2.2457 -3.0324 0.6403  0.015
H 1.7193 -2.9286 -0.4271  -0.009
H 1.8857 -5.3720 -0.3862  -0.001
C -4.2938 -0.9359 1.3756  -0.001
C -3.4991 -0.3773 0.1770  -0.007
O -2.2571 -0.9353 0.0229  0.019
C -4.3107 -0.6986 -1.1050  0.004
F -4.5447 -2.0306 -1.1767  -0.001
F -5.5229 -0.1006 -1.1375  0.000
F -3.6703 -0.3570 -2.2258  0.000
C -3.4609 1.1690 0.3516  0.008
F -3.1636 1.8190 -0.7748  0.001
F -4.6534 1.6653 0.7677  0.000
F -2.5822 1.4873 1.3031  -0.001
H -4.1281 -2.0109 1.4254  0.001
H -5.3569 -0.7310 1.2650  0.000
H -3.9434 -0.4776 2.2986  0.001

## Properties
- HOMO (spin up / spin down) (eV) = -2.05 / -3.89
- energy above the lowest of the compared OMol25 structures with the same formula, charge and spin (kJ/mol) = 32.5
- spin multiplicity = 3
- net charge = -1
- ⟨S²⟩ = 2.084
- orbital gap (spin up / spin down) (eV) = 4.4135 / 6.2506

=====

5.
Density functional theory data (wB97M-V/def2-TZVPD) for the molecule C3H7NO2S2.

Each line ends with the natural charge from an NBO analysis.
Element x y z (Å)
C 0.7919 -0.2360 -0.2647  -0.335
C 0.1455 0.1985 -1.4614  -0.316
C -0.9637 0.2235 1.3040  -0.331
N -0.1328 -0.6956 0.7566  -0.610
O -2.8969 -1.8058 -0.5682  -0.825
O -2.5463 2.3039 0.4669  -0.930
S -3.6310 -0.5811 -0.2013  0.728
S -2.1226 1.0208 -0.0554  0.998
H 1.6362 -1.0214 -0.1842  0.227
H 1.4362 0.6167 0.0898  0.207
H 0.3436 1.1176 -2.0101  0.193
H -0.4744 -0.4292 -1.9349  0.165
H -1.6066 -0.1072 2.1618  0.228
H -0.3713 1.0078 1.6625  0.212
H -0.6287 -1.5496 0.5597  0.388

## Properties
- HOMO (spin up / spin down) (eV) = -7.83 / -8.52
- energy above the lowest of the compared OMol25 structures with the same formula, charge and spin (kJ/mol) = 542.4
- orbital gap (spin up / spin down) (eV) = 6.2670 / 8.1720

=====

| no. | E_tot (eV) |
| --- | --- |
| 1 | -14861.0914 |
| 2 | -17778.8997 |
| 3 | -1909245.4040 |
| 4 | -83483.1958 |
| 5 | -30474.9477 |